ORCA calculation (ωB97M-V/def2-TZVPD) on the molecule C5H5N3O at a distorted geometry.

Last column: Löwdin charge in e.
Geometry (Å):
C (-1.7745, -0.2008, 1.6814)  -0.306
C (0.0650, -0.2625, 0.0940)  -0.316
C (-0.0646, 0.9606, -0.5078)  0.043
C (1.1242, 0.9291, -1.4166)  -0.374
C (1.7954, -0.4405, -1.1756)  -0.010
H (-3.2595, -0.0695, 2.8173)  0.048
H (-1.7377, 0.8997, 1.5906)  0.128
H (-0.5102, -1.7877, 1.3575)  0.170
H (-0.9793, 1.5164, -0.6356)  0.106
H (2.6291, -0.8887, -1.7192)  0.130
N (-2.6647, -0.8156, 2.4011)  0.075
N (-0.7730, -0.8334, 1.0458)  0.084
N (1.1430, -1.0837, -0.2840)  0.120
O (1.6309, 1.6929, -2.2004)  0.101

Values from the calculation:
Charge ... 0
ΔE to the lowest compared entry with this formula, charge and spin ... 1.520 eV

---

ORCA calculation (ωB97M-V/def2-TZVPD) on the molecule C16H19Cl2NO4.

Last column: Löwdin charge in e.
Geometry (Å):
C (-2.9659, -3.6169, -0.5968)  -0.037
H (-3.6557, -3.6313, -1.4426)  0.099
H (-2.0652, -4.1798, -0.8268)  0.093
H (-3.4703, -4.0383, 0.2746)  0.100
O (-2.5462, -2.2856, -0.3259)  -0.045
C (-3.5138, -1.4112, -0.0316)  -0.488
O (-4.6811, -1.6932, 0.0005)  0.127
C (-2.9481, -0.0329, 0.2610)  -0.218
C (-2.1358, 0.4854, -0.9305)  -0.109
H (-1.3571, -0.2396, -1.1745)  0.115
H (-2.7808, 0.6036, -1.8026)  0.129
C (-1.4967, 1.8326, -0.5791)  -0.139
N (-0.6697, 1.6993, 0.5975)  -0.040
C (0.6813, 1.6616, 0.6663)  -0.426
O (1.2703, 1.4264, 1.7010)  0.101
C (1.4712, 1.9819, -0.6175)  -0.286
C (1.5825, 3.4961, -0.7854)  0.003
H (0.6003, 3.9489, -0.8855)  0.081
H (2.1796, 3.7235, -1.6647)  0.090
H (2.0801, 3.9097, 0.0876)  0.099
H (1.0082, 1.5210, -1.5023)  0.148
O (2.7944, 1.5035, -0.4895)  -0.041
C (3.0031, 0.1858, -0.2751)  -0.286
C (4.3264, -0.1986, -0.0118)  -0.578
C (4.6665, -1.5198, 0.2000)  -0.123
C (3.6750, -2.4881, 0.1494)  -0.683
C (2.3632, -2.1389, -0.1129)  -0.095
C (2.0345, -0.8113, -0.3264)  -0.001
H (1.0043, -0.5617, -0.5233)  0.101
H (1.5969, -2.8967, -0.1498)  0.105
Cl (4.0903, -4.1421, 0.4156)  0.670
H (5.6904, -1.7871, 0.4048)  0.107
Cl (5.5405, 1.0163, 0.0429)  0.737
C (-1.4307, 1.2849, 1.7622)  -0.123
C (-2.0606, -0.0839, 1.5114)  -0.105
H (-1.2692, -0.8213, 1.3647)  0.126
H (-2.6518, -0.3799, 2.3787)  0.130
H (-2.2062, 2.0314, 1.9607)  0.133
H (-0.7442, 1.2422, 2.6087)  0.125
H (-2.2869, 2.5586, -0.3531)  0.135
H (-0.9249, 2.2129, -1.4229)  0.113
H (-3.7980, 0.6326, 0.4431)  0.157

Values from the calculation:
Charge ... 0
ΔE to the lowest compared entry with this formula, charge and spin ... 0.050 eV

---

ORCA calculation (ωB97M-V/def2-TZVPD) on a 3-piece molecular cluster, C20H44N3O7 overall.

Last column: Löwdin charge in e.
Geometry (Å):
C (1.4228, -1.1866, -0.4824)  -0.059
C (2.2286, -0.8053, -1.7102)  -0.257
O (1.6398, 0.2901, -2.4106)  -0.144
C (1.0361, 0.0242, -3.6546)  -0.197
C (-0.4940, 0.1075, -3.5385)  -0.078
C (-1.1605, -1.1745, -3.1635)  -0.175
C (-0.7628, -2.4611, -3.2632)  0.013
N (-1.7718, -3.2366, -2.7292)  0.130
C (-2.7581, -2.4552, -2.3217)  -0.027
N (-2.4210, -1.1995, -2.5778)  0.028
C (-3.2727, -0.0281, -2.2275)  -0.189
N (-3.2039, 0.4265, -0.8811)  0.067
H (1.8971, -2.0112, 0.0544)  0.085
H (0.4031, -1.4826, -0.7535)  0.055
H (1.3511, -0.3270, 0.1913)  0.082
H (2.3524, -1.6554, -2.3927)  0.114
H (3.2346, -0.4871, -1.4184)  0.103
H (1.3680, 0.7779, -4.3744)  0.133
H (1.3638, -0.9482, -4.0433)  0.115
H (-0.6852, 0.8473, -2.7545)  0.126
H (-0.9337, 0.5020, -4.4618)  0.137
H (0.1460, -2.8843, -3.6590)  0.143
H (-1.7591, -4.2431, -2.6585)  0.183
H (-3.6727, -2.7788, -1.8462)  0.153
H (-2.9706, 0.7711, -2.9023)  0.130
H (-4.2955, -0.3217, -2.4745)  0.127
H (-3.4210, -0.3109, -0.2168)  0.084
H (-2.2873, 0.7877, -0.6387)  0.088
C (-4.4904, -2.2449, 5.1192)  -0.110
O (-5.3353, -2.3576, 3.9950)  -0.203
C (-6.7037, -2.3217, 4.3630)  -0.208
C (-7.5801, -2.1800, 3.1417)  -0.178
O (-7.6481, -0.8535, 2.6397)  -0.116
C (-6.5575, -0.4205, 1.8569)  -0.189
C (-6.6248, -0.8778, 0.4175)  -0.200
O (-6.1999, -2.2290, 0.2950)  -0.196
C (-6.4515, -2.7456, -0.9839)  -0.125
H (-4.6667, -3.0551, 5.8354)  0.090
H (-3.4631, -2.3067, 4.7656)  0.085
H (-4.6365, -1.2883, 5.6329)  0.091
H (-6.8900, -1.4774, 5.0385)  0.133
H (-6.9716, -3.2479, 4.8894)  0.131
H (-8.6018, -2.4283, 3.4313)  0.132
H (-7.2594, -2.8806, 2.3668)  0.122
H (-5.6037, -0.7181, 2.3020)  0.122
H (-6.6145, 0.6698, 1.8539)  0.133
H (-5.9773, -0.2289, -0.1940)  0.110
H (-7.6538, -0.7764, 0.0530)  0.136
H (-7.5141, -2.7277, -1.2452)  0.099
H (-6.1044, -3.7785, -1.0009)  0.091
H (-5.9074, -2.1658, -1.7496)  0.063
C (4.0526, 2.3359, -0.9633)  -0.112
O (5.1922, 2.4467, -0.1502)  -0.184
C (5.9337, 1.2432, -0.1135)  -0.214
C (7.2868, 1.4584, 0.5248)  -0.186
O (8.2379, 2.0359, -0.3486)  -0.124
C (8.1777, 3.4456, -0.5022)  -0.182
C (8.8262, 4.2086, 0.6287)  -0.213
O (7.9609, 4.2691, 1.7459)  -0.197
C (8.6135, 4.7666, 2.8921)  -0.110
H (3.3834, 1.5438, -0.6050)  0.065
H (3.5208, 3.2843, -0.9195)  0.094
H (4.3214, 2.1241, -2.0057)  0.094
H (6.0787, 0.8585, -1.1327)  0.129
H (5.3815, 0.4871, 0.4667)  0.125
H (7.6893, 0.4764, 0.7815)  0.129
H (7.1799, 2.0423, 1.4421)  0.125
H (7.1477, 3.7846, -0.6388)  0.123
H (8.7386, 3.6577, -1.4139)  0.128
H (9.0628, 5.2254, 0.2843)  0.129
H (9.7666, 3.7135, 0.9038)  0.131
H (9.4437, 4.1167, 3.1914)  0.089
H (7.8810, 4.8027, 3.6955)  0.088
H (9.0051, 5.7764, 2.7229)  0.089

Values from the calculation:
Charge ... +1

---

no.,HOMO-LUMO gap (eV),E_LUMO (eV)
1,7.992,-1.192
2,8.954,0.483
3,7.862,-2.841